{
  "formula": "C48H69N3O4P3S2Ti",
  "method": "wB97M-V/def2-TZVPD",
  "relative_energy_ev": 0.837,
  "e_lumo_ev": -2.9,
  "multiplicity": 1,
  "homo_lumo_gap_ev": 6.74,
  "total_charge": 1,
  "elements": ["Ti", "C", "C", "N", "N", "C", "S", "S", "C", "C", "C", "C", "C", "C", "C", "C", "C", "C", "C", "C", "C", "O", "H", "H", "H", "H", "H", "H", "H", "H", "H", "H", "H", "H", "H", "H", "C", "C", "C", "P", "C", "C", "C", "C", "C", "C", "C", "C", "C", "C", "N", "C", "C", "C", "C", "C", "C", "C", "P", "C", "C", "C", "C", "C", "C", "H", "H", "H", "H", "H", "H", "H", "H", "H", "H", "H", "H", "H", "H", "H", "H", "H", "H", "H", "H", "H", "H", "H", "H", "H", "H", "H", "H", "H", "H", "H", "H", "H", "H", "H", "H", "H", "H", "H", "H", "C", "C", "O", "P", "O", "C", "C", "O", "C", "C", "H", "H", "H", "H", "H", "H", "H", "H", "H", "H", "H", "H", "H", "H", "H"],
  "xyz": [[-0.289, 0.045, -0.088], [-2.432, -2.827, 2.649], [-2.108, -1.959, 1.466], [-1.052, -1.213, 1.452], [-0.546, -1.036, 2.795], [-0.804, 0.180, 3.111], [-1.307, 1.375, 1.927], [-0.579, 0.575, 4.823], [-2.110, 1.519, 5.053], [-3.352, 0.690, 4.886], [-3.758, -0.195, 5.880], [-4.892, -0.971, 5.711], [-5.642, -0.868, 4.546], [-5.251, 0.019, 3.554], [-4.108, 0.790, 3.722], [-3.126, -1.836, 0.393], [-4.338, -2.539, 0.504], [-5.426, -2.248, -0.294], [-5.342, -1.212, -1.221], [-4.170, -0.495, -1.358], [-3.066, -0.816, -0.572], [-1.952, -0.102, -0.750], [-2.887, -3.754, 2.313], [-3.144, -2.319, 3.308], [-1.540, -3.045, 3.225], [-2.011, 1.903, 6.069], [-2.111, 2.371, 4.371], [-3.180, -0.278, 6.790], [-5.199, -1.651, 6.494], [-6.534, -1.466, 4.421], [-5.837, 0.119, 2.650], [-3.808, 1.485, 2.953], [-4.438, -3.313, 1.245], [-6.342, -2.808, -0.184], [-6.194, -0.963, -1.837], [-4.082, 0.314, -2.071], [-2.691, -3.920, -2.151], [-1.410, -3.234, -2.620], [-1.737, -2.184, -3.671], [-0.291, -2.593, -1.269], [-0.081, -4.092, -0.208], [0.926, -3.902, 0.910], [0.174, -5.424, -0.915], [1.134, -2.252, -2.330], [1.673, -3.218, -3.187], [2.427, -2.897, -4.300], [3.035, -3.950, -5.177], [2.554, -1.538, -4.594], [2.057, -0.565, -3.756], [1.409, -0.895, -2.555], [1.013, 0.123, -1.640], [1.824, 1.313, -1.761], [3.199, 1.265, -1.974], [3.929, 2.428, -2.156], [3.329, 3.685, -2.109], [4.117, 4.944, -2.329], [1.970, 3.729, -1.822], [1.228, 2.570, -1.634], [-0.503, 2.488, -1.147], [-1.412, 2.613, -2.754], [-1.367, 1.296, -3.520], [-0.903, 3.717, -3.687], [-0.978, 3.940, -0.105], [-1.475, 5.187, -0.838], [0.075, 4.335, 0.929], [-3.075, -4.543, -2.960], [-3.462, -3.194, -1.908], [-2.553, -4.564, -1.286], [-0.772, -3.986, -3.094], [-2.405, -1.426, -3.268], [-2.256, -2.664, -4.501], [-0.849, -1.693, -4.069], [-1.069, -4.157, 0.270], [1.944, -3.968, 0.526], [0.809, -4.692, 1.651], [0.804, -2.952, 1.422], [1.207, -5.493, -1.257], [-0.483, -5.604, -1.762], [0.022, -6.241, -0.208], [1.448, -4.261, -3.007], [2.570, -4.920, -5.009], [4.103, -4.058, -4.981], [2.923, -3.700, -6.231], [3.051, -1.234, -5.506], [2.179, 0.470, -4.035], [3.705, 0.310, -2.021], [4.994, 2.355, -2.334], [5.166, 4.726, -2.521], [4.067, 5.601, -1.460], [3.733, 5.504, -3.182], [1.478, 4.691, -1.742], [-2.452, 2.821, -2.468], [-0.364, 1.117, -3.911], [-2.047, 1.356, -4.371], [-1.645, 0.442, -2.912], [0.153, 3.573, -3.912], [-1.039, 4.723, -3.309], [-1.445, 3.644, -4.631], [-1.832, 3.532, 0.454], [-0.666, 5.700, -1.357], [-1.875, 5.882, -0.098], [-2.269, 4.986, -1.551], [0.963, 4.762, 0.461], [0.369, 3.502, 1.562], [-0.359, 5.098, 1.576], [5.466, 2.524, 1.974], [4.113, 2.750, 1.353], [3.501, 1.469, 1.120], [1.916, 1.339, 1.406], [1.817, 1.491, 2.987], [2.721, 0.958, 3.977], [2.887, 1.985, 5.068], [1.759, -0.274, 1.068], [2.858, -1.178, 0.735], [3.392, -1.865, 1.970], [6.042, 3.448, 1.934], [6.013, 1.764, 1.420], [5.397, 2.213, 3.018], [4.194, 3.255, 0.386], [3.464, 3.348, 1.995], [3.677, 0.712, 3.506], [2.270, 0.037, 4.353], [3.206, 2.939, 4.652], [3.643, 1.654, 5.779], [1.950, 2.140, 5.602], [3.626, -0.584, 0.234], [2.438, -1.871, 0.006], [4.012, -1.198, 2.565], [4.011, -2.712, 1.675], [2.582, -2.232, 2.594]],
  "forces_ev_per_angstrom": [[-0.2912, 0.3397, -0.0873], [-0.0180, 0.1787, 0.0482], [-0.2316, 0.0778, -0.3230], [-0.1048, -0.5390, 0.5100], [-0.1986, -0.0001, -0.5039], [0.1632, 0.0411, 0.0673], [0.5461, -0.2079, -0.0775], [-0.0106, 0.0548, -0.1494], [-0.0306, 0.2119, 0.0982], [-0.0440, -0.0076, -0.0486], [-0.0067, -0.0452, -0.0532], [-0.0049, -0.0007, -0.0224], [-0.0103, -0.0205, -0.0065], [0.0378, -0.0511, 0.0176], [-0.1130, 0.0170, 0.1350], [-0.0290, -0.1017, 0.2616], [0.0593, 0.1513, -0.1085], [0.1045, 0.0133, 0.0362], [0.0401, 0.0253, -0.0263], [-0.0903, -0.1683, -0.0160], [0.3630, 0.1416, 0.0985], [-0.6342, -0.1636, -0.1974], [-0.0166, -0.0865, -0.0108], [0.0149, 0.0033, -0.0160], [0.0205, 0.0265, -0.0121], [-0.0993, 0.0026, -0.0052], [0.0501, -0.0473, 0.0493], [0.0640, -0.0065, 0.0705], [-0.0179, -0.0294, 0.0348], [-0.0147, -0.0089, -0.0023], [-0.0278, -0.0052, -0.0471], [-0.0149, 0.0341, -0.0436], [-0.0450, -0.1051, 0.0815], [-0.0367, -0.0301, 0.0102], [-0.0544, 0.0021, -0.0208], [0.0177, 0.0102, 0.0061], [0.0017, -0.0061, -0.0270], [-0.0719, -0.1069, 0.0747], [0.0237, 0.0102, -0.0565], [0.3920, 0.4029, 0.0896], [-0.2339, -0.1952, -0.0386], [0.1425, 0.0264, 0.0763], [0.0430, -0.0550, 0.0212], [0.0485, -0.1270, -0.0614], [-0.0601, -0.0068, -0.0364], [-0.0196, 0.1034, 0.0622], [0.0237, -0.0547, -0.0329], [-0.0074, -0.0363, 0.0029], [-0.0170, -0.1705, -0.1021], [-0.2174, 0.1706, 0.2405], [0.4073, 0.2377, -0.1692], [-0.3014, -0.2316, 0.0634], [0.1592, 0.0706, 0.0515], [-0.0920, -0.0240, 0.0362], [-0.0537, -0.0786, 0.0187], [0.0282, 0.0434, -0.0070], [0.0745, 0.0419, 0.0137], [0.0370, 0.0435, -0.0509], [0.3510, -0.3166, 0.1703], [-0.2486, 0.1095, 0.0411], [0.0363, -0.1466, 0.0103], [-0.0259, -0.0228, 0.0079], [-0.2317, 0.0895, 0.0043], [0.0356, 0.0254, 0.0434], [0.0650, -0.0003, 0.0593], [-0.0091, -0.0092, -0.0483], [-0.0265, 0.0492, 0.0029], [0.0296, -0.0508, 0.0489], [-0.0347, 0.0215, -0.0010], [-0.0510, 0.0292, 0.0311], [-0.0107, -0.0186, -0.0478], [0.0548, 0.0132, -0.0005], [0.0087, 0.0521, -0.1030], [0.0818, 0.0261, -0.0178], [0.0043, -0.0690, 0.0237], [-0.0172, 0.1078, 0.0657], [0.0207, 0.0336, -0.0168], [-0.0459, -0.0020, -0.0380], [-0.0002, -0.0104, 0.0345], [0.0142, -0.0424, 0.0304], [-0.0136, -0.0336, 0.0060], [0.0220, 0.0083, 0.0130], [-0.0085, 0.0158, -0.0444], [0.0401, 0.0089, -0.0739], [0.0025, 0.0156, -0.0232], [-0.0114, 0.0199, -0.0147], [0.0669, 0.0012, -0.0170], [0.0371, -0.0248, -0.0106], [-0.0190, 0.0262, 0.0345], [-0.0174, 0.0188, -0.0220], [-0.0058, 0.0320, -0.0230], [0.0642, -0.0135, -0.0240], [0.0433, -0.0135, -0.0176], [-0.0124, -0.0067, -0.0580], [0.0002, 0.0979, -0.0230], [0.0353, -0.0305, 0.0050], [0.0140, 0.0508, 0.0603], [-0.0439, 0.0143, -0.0349], [0.0484, 0.0293, -0.0838], [0.0313, 0.0153, -0.0236], [0.0041, 0.0140, 0.0255], [-0.0536, -0.0612, -0.0301], [-0.0067, -0.0224, 0.0002], [-0.0146, 0.0364, -0.0455], [0.0006, 0.0586, 0.0320], [0.1411, 0.1592, 0.0884], [-0.0193, 0.0636, -0.1951], [0.0589, -0.3018, 0.1073], [-0.0855, 0.3438, -0.0995], [0.1372, 0.0000, 0.0394], [-0.0109, -0.0832, -0.0399], [0.0206, -0.0032, 0.0755], [-0.1685, -0.0861, 0.0976], [0.0327, 0.1029, -0.2153], [0.0775, 0.0089, -0.1056], [0.0471, 0.0422, 0.0611], [0.0190, -0.0377, -0.0644], [-0.0387, -0.0147, -0.0458], [0.0170, -0.0670, 0.1219], [0.0407, 0.1076, 0.0749], [-0.1176, 0.0767, 0.0462], [0.0654, -0.0064, 0.0173], [0.0470, 0.0378, -0.0414], [0.0212, -0.0322, 0.0504], [-0.0090, -0.0038, -0.0446], [-0.0911, -0.1803, 0.0870], [0.0501, 0.0135, 0.1571], [-0.0072, 0.0527, -0.0243], [0.0152, -0.0288, -0.0208], [-0.0900, -0.0534, 0.0486]]
}